{"formula": "C11H30NOP", "method": "ωB97M-V with the def2-TZVPD basis set", "max_force_ev_per_a": 0.2, "orbital_gap_ev": 8.5, "smiles": "CCCC[PH2](CC)CCCCN.CO", "charge": 0, "multiplicity": 1, "elements": ["C", "C", "C", "C", "P", "C", "C", "C", "C", "C", "C", "N", "H", "H", "H", "H", "H", "H", "H", "H", "H", "H", "H", "H", "H", "H", "H", "H", "H", "H", "H", "H", "H", "H", "H", "H", "H", "H", "C", "O", "H", "H", "H", "H"], "positions_angstrom": [[-4.682, -1.569, 0.304], [-3.451, -1.389, -0.573], [-2.200, -1.036, 0.226], [-1.014, -0.633, -0.646], [0.687, -0.706, 0.196], [0.680, -2.538, 0.491], [0.190, -3.402, -0.670], [2.409, -0.471, 0.984], [2.749, 1.014, 1.056], [4.233, 1.364, 0.914], [4.451, 2.747, 0.325], [5.876, 3.067, 0.242], [-4.520, -2.341, 1.063], [-5.552, -1.866, -0.285], [-4.922, -0.635, 0.815], [-3.633, -0.585, -1.291], [-3.276, -2.297, -1.162], [-2.454, -0.201, 0.886], [-1.942, -1.880, 0.879], [-1.011, -1.194, -1.589], [-1.112, 0.423, -0.926], [1.236, -0.109, -0.994], [0.155, 0.144, 1.218], [1.694, -2.819, 0.774], [0.056, -2.714, 1.371], [-0.885, -3.317, -0.823], [0.411, -4.452, -0.468], [0.680, -3.134, -1.608], [2.417, -0.931, 1.979], [3.151, -1.002, 0.374], [2.191, 1.556, 0.273], [2.374, 1.413, 2.003], [4.746, 0.634, 0.281], [4.724, 1.318, 1.892], [4.047, 2.771, -0.691], [3.878, 3.481, 0.912], [6.248, 3.300, 1.157], [6.029, 3.879, -0.345], [-3.996, 2.341, -1.769], [-4.129, 1.922, -0.420], [-3.343, 1.620, -2.258], [-4.956, 2.350, -2.293], [-3.537, 3.331, -1.848], [-4.697, 2.545, 0.044]], "forces_ev_per_angstrom": [[-0.012, -0.038, 0.004], [-0.028, 0.023, -0.051], [-0.017, 0.081, 0.013], [-0.090, -0.031, -0.040], [-0.041, 0.175, 0.012], [0.002, -0.044, -0.128], [0.021, -0.024, 0.007], [0.109, -0.008, 0.071], [-0.044, 0.026, 0.087], [0.048, -0.049, 0.044], [0.001, 0.097, 0.053], [0.061, 0.096, 0.011], [0.018, 0.030, -0.014], [-0.003, 0.024, 0.009], [-0.001, -0.027, 0.001], [-0.047, -0.020, -0.007], [0.055, 0.022, 0.024], [0.057, -0.047, 0.062], [-0.040, 0.009, -0.034], [0.087, -0.030, 0.043], [-0.009, -0.009, -0.028], [0.015, -0.123, -0.044], [-0.046, -0.032, 0.087], [0.009, -0.019, -0.026], [0.031, 0.051, 0.027], [0.005, 0.024, 0.016], [-0.013, 0.008, -0.011], [0.000, -0.024, 0.028], [0.043, 0.027, 0.000], [-0.093, -0.008, -0.044], [0.055, -0.080, -0.052], [-0.048, 0.101, -0.072], [-0.045, 0.035, -0.017], [0.013, -0.065, -0.017], [-0.019, -0.019, 0.039], [-0.009, -0.013, -0.056], [-0.032, -0.079, -0.045], [-0.018, -0.031, 0.032], [0.023, -0.021, 0.007], [-0.040, 0.043, 0.058], [0.001, 0.011, -0.014], [-0.005, -0.004, 0.003], [0.002, 0.003, 0.004], [0.043, -0.040, -0.042]], "lowdin_charge": [-0.11, -0.28, -0.29, -0.39, 0.79, -0.36, -0.15, -0.40, -0.31, -0.23, -0.32, -0.02, 0.07, 0.07, 0.06, 0.09, 0.10, 0.10, 0.09, 0.07, 0.07, 0.04, 0.05, 0.06, 0.08, 0.05, 0.07, 0.07, 0.08, 0.07, 0.08, 0.11, 0.11, 0.11, 0.11, 0.11, 0.06, 0.06, -0.16, -0.13, 0.07, 0.08, 0.08, 0.08]}

{"formula": "C11H31Ba2O8", "method": "ωB97M-V with the def2-TZVPD basis set", "max_force_ev_per_a": 2.9, "orbital_gap_ev": 3.2, "relative_energy_kcal_mol": 117.6, "charge": 3, "multiplicity": 1, "elements": ["Ba", "Ba", "O", "C", "O", "O", "H", "C", "C", "O", "H", "H", "H", "H", "H", "H", "C", "C", "O", "H", "H", "H", "H", "H", "H", "C", "C", "O", "H", "H", "H", "H", "H", "H", "C", "C", "O", "H", "H", "H", "H", "H", "H", "C", "C", "O", "H", "H", "H", "H", "H", "H"], "positions_angstrom": [[-4.354, -2.288, -2.059], [-0.425, -4.741, -2.659], [-0.451, -0.740, 0.038], [-1.160, -1.299, -0.952], [-0.669, -2.263, -1.610], [-2.295, -0.780, -1.154], [0.418, -1.223, -0.003], [3.016, -2.538, 2.620], [1.706, -2.086, 1.999], [1.681, -2.424, 0.583], [3.849, -2.218, 1.993], [3.095, -3.627, 2.653], [3.143, -2.096, 3.607], [1.639, -0.994, 2.020], [0.813, -2.460, 2.507], [1.228, -3.267, 0.490], [1.037, 1.951, -1.773], [0.802, 2.655, -0.462], [0.825, 1.773, 0.653], [0.252, 1.210, -1.976], [1.983, 1.415, -1.885], [1.006, 2.630, -2.630], [-0.184, 3.135, -0.465], [1.508, 3.468, -0.303], [0.096, 1.153, 0.623], [-3.632, 4.002, -1.045], [-3.462, 2.514, -0.762], [-2.765, 1.905, -1.845], [-3.990, 4.541, -0.167], [-4.396, 4.188, -1.803], [-2.699, 4.433, -1.403], [-4.470, 2.146, -0.513], [-2.800, 2.369, 0.102], [-2.405, 1.065, -1.550], [4.846, -0.224, -2.584], [4.128, -0.861, -1.401], [3.209, -1.863, -1.819], [5.586, 0.457, -2.161], [4.182, 0.400, -3.183], [5.371, -0.960, -3.190], [3.725, -0.007, -0.845], [4.885, -1.338, -0.770], [2.586, -2.039, -1.109], [-2.923, 0.384, 2.355], [-2.726, -1.073, 2.744], [-3.749, -1.394, 3.678], [-3.746, 0.579, 1.673], [-2.013, 0.650, 1.797], [-2.902, 1.056, 3.208], [-1.717, -1.225, 3.137], [-2.846, -1.704, 1.842], [-3.836, -2.350, 3.760]], "forces_ev_per_angstrom": [[0.342, 2.111, 0.745], [1.420, 1.139, 0.307], [-0.193, -1.641, -1.860], [-0.197, 2.310, 1.722], [-0.389, -2.593, -1.027], [-0.886, -1.925, -0.665], [0.225, 0.322, 0.719], [-0.102, -0.154, -0.449], [0.654, 0.753, 0.488], [-0.863, -0.122, -0.426], [-0.068, 0.256, 0.033], [-0.155, 0.026, 0.319], [-0.033, -0.184, 0.069], [0.065, -0.099, 0.006], [0.100, -0.221, -0.112], [0.260, -0.083, 0.248], [-0.029, -0.389, -0.932], [-0.858, 0.113, 0.012], [0.883, -0.056, 0.442], [-0.097, 0.058, 0.130], [0.105, 0.133, 0.502], [-0.105, 0.200, 0.196], [0.059, 0.074, -0.308], [0.266, -0.295, 0.234], [-0.213, 0.256, -0.272], [-0.156, -0.062, -0.246], [0.651, 1.114, 0.715], [-0.788, -0.424, -0.729], [0.241, -0.115, 0.153], [0.114, -0.210, -0.144], [0.028, 0.055, 0.146], [0.220, -0.638, -0.341], [-0.438, 0.203, 0.245], [0.009, 0.231, 0.155], [-0.014, -0.052, 0.377], [1.351, 0.506, -0.185], [-0.883, -0.042, -0.506], [0.100, -0.065, -0.081], [-0.091, -0.239, -0.158], [-0.106, 0.038, -0.125], [-0.695, -0.481, 0.186], [-0.068, 0.054, 0.101], [0.339, 0.200, 0.363], [1.607, -0.094, -0.603], [-1.048, 0.503, 0.089], [0.178, -0.310, -0.284], [-0.351, -0.092, 0.341], [-0.156, 0.132, -0.059], [-0.436, -0.146, 0.154], [-0.076, -0.085, 0.154], [0.173, -0.074, -0.099], [0.106, 0.104, 0.259]], "lowdin_charge": [1.94, 1.96, 0.12, -0.77, -0.28, -0.23, 0.10, -0.05, -0.25, -0.13, 0.08, 0.08, 0.10, 0.12, 0.12, 0.08, -0.07, -0.28, -0.08, 0.05, 0.06, 0.09, 0.11, 0.13, 0.02, -0.07, -0.32, -0.09, 0.09, 0.08, 0.08, 0.10, 0.10, 0.00, -0.08, -0.32, -0.10, 0.09, 0.07, 0.08, 0.11, 0.11, 0.01, -0.07, -0.32, -0.05, 0.07, 0.06, 0.10, 0.11, 0.08, 0.09]}

{"formula": "C11H31ClFMgN6O4P", "method": "ωB97M-V with the def2-TZVPD basis set", "max_force_ev_per_a": 6.3, "orbital_gap_ev": 1.9, "charge": 0, "multiplicity": 1, "elements": ["N", "C", "N", "C", "C", "C", "C", "O", "O", "N", "H", "H", "H", "H", "H", "H", "H", "H", "H", "H", "H", "H", "O", "P", "N", "C", "C", "N", "C", "C", "N", "C", "C", "H", "H", "H", "H", "H", "H", "H", "H", "H", "H", "H", "H", "H", "H", "H", "H", "H", "H", "Cl", "Mg", "F", "O", "H"], "positions_angstrom": [[-3.194, 6.123, 2.044], [-2.656, 5.247, 1.212], [-1.346, 5.024, 1.129], [-1.098, 3.632, 1.649], [-2.347, 2.809, 2.014], [-3.478, 3.076, 1.041], [-3.535, 2.080, -0.120], [-2.610, 1.044, -0.051], [-1.273, 1.512, -0.273], [-3.396, 4.488, 0.423], [-2.776, 7.012, 2.246], [-4.017, 5.846, 2.544], [-1.140, 4.937, 0.123], [-0.514, 3.733, 2.546], [-0.483, 3.115, 0.957], [-2.061, 1.778, 2.104], [-2.684, 3.100, 3.002], [-4.416, 3.078, 1.574], [-4.485, 1.578, -0.184], [-3.443, 2.662, -1.028], [-0.755, 0.986, 0.351], [-4.336, 4.864, 0.401], [0.777, -1.008, 0.105], [1.576, -2.051, -0.600], [0.358, -3.201, -0.991], [0.539, -4.604, -1.301], [-0.743, -2.623, -1.756], [2.531, -2.591, 0.739], [2.646, -3.974, 1.095], [2.507, -1.766, 1.946], [2.768, -2.628, -1.719], [4.147, -2.122, -1.488], [2.432, -2.249, -3.119], [0.982, -4.785, -2.292], [-0.432, -5.100, -1.284], [1.141, -5.129, -0.562], [-0.495, -2.443, -2.811], [-1.048, -1.656, -1.318], [-1.613, -3.274, -1.728], [1.704, -4.401, 1.482], [3.417, -4.113, 1.867], [2.992, -4.564, 0.239], [1.598, -1.922, 2.538], [2.578, -0.713, 1.698], [3.372, -2.003, 2.570], [4.190, -1.031, -1.471], [4.797, -2.482, -2.285], [4.561, -2.495, -0.559], [2.300, -1.171, -3.235], [1.520, -2.744, -3.452], [3.222, -2.573, -3.791], [-2.996, -1.167, -1.534], [3.481, -6.195, 0.454], [1.239, 3.837, 0.500], [0.163, 4.036, -0.982], [-0.164, 3.184, -0.658]], "forces_ev_per_angstrom": [[-0.145, 0.153, 0.008], [-0.051, 0.863, -0.236], [1.445, 0.047, -0.499], [0.066, -0.385, 1.909], [0.195, 1.818, -0.053], [0.161, -1.048, -1.116], [0.589, 0.240, -0.272], [0.016, -0.206, 0.670], [-0.116, 0.835, -0.515], [-2.093, -0.516, 1.292], [0.590, -0.154, 0.498], [-0.644, 0.401, -0.251], [0.289, 0.085, 0.387], [0.383, 0.074, 0.378], [-0.148, -0.053, 0.040], [-0.158, -0.482, -0.337], [-0.048, 0.186, 0.349], [-0.381, -0.026, 0.158], [-0.293, -0.455, 0.129], [0.255, -0.035, -0.536], [-0.011, -0.752, -0.157], [-0.294, -0.144, -0.386], [0.958, 2.181, -2.007], [-1.244, -5.317, 3.059], [0.652, 0.460, -0.076], [0.512, -0.066, -0.224], [0.341, 0.428, 0.279], [-0.035, 0.438, 0.372], [-0.004, 0.594, 0.001], [-0.098, 0.042, -0.037], [0.205, 2.882, -0.650], [0.192, -0.247, 0.151], [-0.428, -0.526, -0.140], [0.015, -0.024, 0.018], [-0.117, 0.161, -0.023], [0.060, 0.080, -0.076], [0.011, -0.118, -0.056], [0.518, -0.760, -0.279], [0.105, -0.026, 0.136], [0.111, -0.232, -0.111], [-0.059, 0.097, -0.015], [-0.718, 1.806, -0.280], [-0.017, 0.051, 0.039], [-0.112, 0.054, -0.066], [0.022, -0.162, -0.047], [0.063, 0.060, -0.078], [-0.139, 0.012, -0.152], [-0.185, 0.003, 0.123], [0.081, 0.055, -0.063], [-0.059, 0.040, 0.179], [0.123, -0.034, 0.079], [-1.934, 0.401, -0.424], [0.858, -2.635, 0.084], [-1.313, 0.754, -3.109], [2.494, -0.039, 2.630], [-0.470, -0.858, -0.695]], "lowdin_charge": [0.27, -0.46, 0.10, -0.14, -0.09, -0.19, -0.17, -0.27, -0.06, 0.16, 0.14, 0.13, 0.11, 0.12, 0.04, 0.13, 0.12, 0.14, 0.13, 0.13, 0.09, 0.15, -0.29, 0.68, -0.29, -0.14, -0.29, -0.31, -0.32, -0.13, -0.27, -0.13, -0.12, 0.08, 0.09, -0.01, 0.07, -0.09, 0.03, 0.09, 0.04, -0.19, 0.09, 0.07, 0.08, 0.09, 0.08, 0.06, 0.09, 0.06, 0.08, -0.12, 0.42, -0.17, 0.07, 0.01]}

Number 1: LUMO level 0.826 eV. Number 2: LUMO level -12.782 eV. Number 3: LUMO level -3.886 eV.